Below is a cluster of 2 separate species, C2H5Cl2P in total at a distorted geometry, with properties calculated with the ωB97M-V functional and the def2-TZVPD basis.

Gap between HOMO and LUMO (alpha / beta) ... 8.18 / 7.88 eV
ΔE to the lowest compared entry with this formula, charge and spin ... 72.21 kcal per mole
Calculated total energy ... -36485.6310 eV
E_LUMO (alpha / beta) ... -0.0362 / -0.0126 Eh
Strongest force on any atom ... 3.6 eV/Å

Positions of all 10 atoms, in Å:
C -0.2887 1.3360 0.1798
C 0.1622 -2.0866 -0.8072
P -0.5562 -0.8664 -1.9483
Cl 0.2959 -3.6572 -1.6897
Cl 0.9098 -0.5221 -3.2650
H 0.0305 1.3730 1.2401
H -1.2874 1.4130 0.2888
H 0.3063 1.6380 -0.6189
H 1.2002 -1.8290 -0.6260
H -0.3029 -1.9707 0.2693


Below is an isolated molecule of C2H5Cl3OSi at a distorted geometry, with properties calculated with the ωB97M-V functional and the def2-TZVPD basis.

Gap between HOMO and LUMO ... 11.42 eV
ΔE to the lowest compared entry with this formula, charge and spin ... 38.42 kcal per mole
Calculated total energy ... -49651.1993 eV
E_LUMO ... 0.0194 Eh
Strongest force on any atom ... 3.7 eV/Å

Positions of all 12 atoms, in Å:
C -1.3309 0.6278 -0.0309
C -0.2896 -0.3500 0.4268
O -0.2736 -1.5550 -0.5673
Si 1.5138 0.2926 0.0628
Cl 2.7993 -0.9900 0.9136
Cl 1.7744 0.0226 -1.9608
Cl 2.0089 2.2345 0.5968
H -2.3056 0.1461 0.1435
H -1.2172 0.6290 -1.1198
H -1.1977 1.6907 0.3024
H -0.3373 -0.7939 1.5120
H -1.1447 -1.9546 -0.2791


Below is an isolated molecule of C2H5Cl3P2 at a distorted geometry, with properties calculated with the ωB97M-V functional and the def2-TZVPD basis.

Gap between HOMO and LUMO ... 10.67 eV
ΔE to the lowest compared entry with this formula, charge and spin ... 7.26 kcal per mole
Calculated total energy ... -58298.1068 eV
E_LUMO ... 0.0242 Eh
Strongest force on any atom ... 2.1 eV/Å

Positions of all 12 atoms, in Å:
P -1.0423 1.0165 -1.6954
C 0.4617 1.0232 -0.4408
Cl 2.0433 1.4087 -1.2306
C 0.7258 -0.2716 0.4191
P -0.8588 -0.8877 1.4783
Cl 1.7589 0.2554 1.7521
Cl 1.5272 -1.4197 -0.6517
H -1.2509 -0.4273 -1.6408
H -1.8429 1.0711 -0.5546
H 0.4271 1.9567 0.0945
H -1.5936 -1.6523 0.4440
H -0.3555 -2.0731 2.0257


Below is a structure of composition C2H5Cl3P2 at a distorted geometry, with properties calculated with the ωB97M-V functional and the def2-TZVPD basis.

2S+1 ... 3
Gap between HOMO and LUMO (alpha / beta) ... 8.01 / 6.51 eV
ΔE to the lowest compared entry with this formula, charge and spin ... 0.00 kcal per mole
Calculated total energy ... -58293.5275 eV
E_LUMO (alpha / beta) ... 0.0204 / -0.1069 Eh
Strongest force on any atom ... 3.0 eV/Å

Positions of all 12 atoms, in Å:
C -0.8495 0.8549 -0.1158
C -1.4976 -0.4737 0.0053
P 0.7304 0.9111 0.7930
P -0.1359 -1.7496 0.1044
Cl -1.8250 2.2286 -0.3219
Cl -2.7074 -0.7845 -1.2464
Cl -2.2938 -0.5605 1.6175
H 0.0549 0.4943 -1.7032
H 0.9722 2.2562 0.5245
H 0.2138 1.2160 2.0608
H -0.9706 -2.8261 -0.2089
H 0.2487 -1.5974 -1.2279


Below is an isolated molecule of C2H5ClFOP at a distorted geometry, with properties calculated with the ωB97M-V functional and the def2-TZVPD basis.

Gap between HOMO and LUMO ... 9.71 eV
ΔE to the lowest compared entry with this formula, charge and spin ... 24.94 kcal per mole
Calculated total energy ... -28731.6279 eV
E_LUMO ... 0.0005 Eh
Strongest force on any atom ... 4.9 eV/Å

Positions of all 11 atoms, in Å:
C -1.3192 -0.5508 -0.0228
C -0.6751 0.8297 0.0128
O 0.6519 0.8313 0.3610
P 2.0930 -0.3220 -0.6447
F 2.0498 -1.5617 0.3905
Cl 3.6071 0.6513 0.1212
H -1.0254 -1.0774 -0.9287
H -0.9944 -1.1286 0.8376
H -2.4019 -0.4564 0.0009
H -1.1425 1.4284 0.8103
H -0.8433 1.3562 -0.9380


Below is an isolated molecule of C2H5ClN2O2 at a distorted geometry, with properties calculated with the ωB97M-V functional and the def2-TZVPD basis.

Gap between HOMO and LUMO ... 9.81 eV
ΔE to the lowest compared entry with this formula, charge and spin ... 58.39 kcal per mole
Calculated total energy ... -21747.6416 eV
E_LUMO ... 0.0146 Eh
Strongest force on any atom ... 6.5 eV/Å

Positions of all 12 atoms, in Å:
O -2.3970 -1.1403 -0.2804
N -0.9380 -1.2157 -0.0966
C -0.2560 -0.1724 0.4002
C 1.1517 -0.5691 0.6800
Cl 2.3907 0.0980 -0.3817
N -0.6655 1.0699 0.5510
O -1.7991 1.4917 -0.1883
H -2.5538 -0.1474 -0.3188
H 1.1422 -1.6535 0.2677
H 1.6055 -0.2701 1.5183
H 0.1778 1.7597 0.1692
H -1.5944 1.3035 -1.0588


Below is an isolated molecule of C2H5ClN2O2 at a distorted geometry, with properties calculated with the ωB97M-V functional and the def2-TZVPD basis.

Gap between HOMO and LUMO ... 10.52 eV
ΔE to the lowest compared entry with this formula, charge and spin ... 0.00 kcal per mole
Calculated total energy ... -21750.1737 eV
E_LUMO ... 0.0083 Eh
Strongest force on any atom ... 3.3 eV/Å

Positions of all 12 atoms, in Å:
O -0.7069 1.3455 1.1732
C -0.7436 1.2013 -0.2253
C -0.6818 -0.2529 -0.7873
Cl -1.8316 -1.2773 0.1532
N 0.6423 -0.7694 -0.7923
N 1.0558 -1.0815 0.3415
O 2.3812 -1.4090 0.3765
H -0.0291 0.7557 1.5267
H -1.6911 1.6388 -0.5484
H 0.0821 1.7560 -0.6969
H -1.0232 -0.2554 -1.8240
H 2.5458 -1.6519 1.3030


Below is an isolated molecule of C2H5ClNP at a distorted geometry, with properties calculated with the ωB97M-V functional and the def2-TZVPD basis.

2S+1 ... 3
Gap between HOMO and LUMO (alpha / beta) ... 6.82 / 7.82 eV
Calculated total energy ... -25449.7333 eV
E_LUMO (alpha / beta) ... -0.0337 / -0.0540 Eh
Strongest force on any atom ... 3.1 eV/Å

Positions of all 10 atoms, in Å:
C -0.0478 1.0465 -0.4440
C -0.1609 -0.4332 -0.8760
N 0.5753 -1.4289 -0.1717
P -0.4137 -0.9417 3.6451
Cl 0.7168 -1.1041 1.5938
H 0.7840 1.4334 -0.9404
H -0.9413 1.5996 -0.4626
H 0.4122 1.0066 0.5477
H 0.3379 -0.3772 -1.8738
H -1.2624 -0.8011 -1.0180


Below is a cluster of 2 separate species, C2H5ClO3S in total at a distorted geometry, with properties calculated with the ωB97M-V functional and the def2-TZVPD basis.

Gap between HOMO and LUMO (alpha / beta) ... 8.73 / 7.97 eV
ΔE to the lowest compared entry with this formula, charge and spin ... 87.65 kcal per mole
Calculated total energy ... -31650.6999 eV
E_LUMO (alpha / beta) ... -0.0134 / -0.0446 Eh
Strongest force on any atom ... 2.8 eV/Å

Positions of all 12 atoms, in Å:
C 0.4676 -0.7229 -1.7890
C 0.3788 -0.3375 0.7838
O 0.4376 1.9237 -0.4170
O -1.8572 0.9979 0.2616
O -0.2114 -1.3464 1.4762
S -0.4576 1.1512 0.4272
Cl -0.4495 2.0746 2.3815
H 0.4184 0.3337 -1.5135
H 1.4655 -1.2483 -1.8347
H -0.4382 -1.2198 -2.1431
H 1.4352 -0.3317 0.7967
H -1.1892 -1.2745 1.5703


Below is an isolated molecule of C2H5ClOS at a distorted geometry, with properties calculated with the ωB97M-V functional and the def2-TZVPD basis.

Gap between HOMO and LUMO ... 10.17 eV
ΔE to the lowest compared entry with this formula, charge and spin ... 29.12 kcal per mole
Calculated total energy ... -27558.6601 eV
E_LUMO ... 0.0205 Eh
Strongest force on any atom ... 4.9 eV/Å

Positions of all 10 atoms, in Å:
C 0.8470 -0.6358 0.6753
C -0.5593 -0.0944 -0.3490
O -0.2399 -0.0907 -1.6469
S -1.0537 1.4934 0.2159
Cl -1.7284 -1.2979 0.2569
H 0.4755 -1.3268 1.4923
H 1.6528 -0.9435 0.1321
H 1.0355 0.3168 1.0755
H -0.6447 0.5420 -2.2121
H 0.2151 2.0367 0.3599


Below is a cluster of 2 separate species, C2H5ClOS in total at a distorted geometry, with properties calculated with the ωB97M-V functional and the def2-TZVPD basis.

Gap between HOMO and LUMO ... 10.06 eV
ΔE to the lowest compared entry with this formula, charge and spin ... 42.31 kcal per mole
Calculated total energy ... -27558.0881 eV
E_LUMO ... 0.0214 Eh
Strongest force on any atom ... 5.3 eV/Å

Positions of all 10 atoms, in Å:
C 0.6436 -0.5769 0.5852
C -0.6343 0.0723 0.0566
O 0.0621 0.2121 -1.7241
S -0.8711 1.7265 0.5598
Cl -1.9757 -0.8627 -0.1247
H 1.5284 -0.1936 0.1960
H 0.7635 -0.6318 1.6450
H 0.6428 -1.6116 0.3149
H -0.6222 0.0539 -2.3743
H 0.4629 1.8118 0.8656


Below is a cluster of 2 separate species, C2H5ClS2 in total at a distorted geometry, with properties calculated with the ωB97M-V functional and the def2-TZVPD basis.

Gap between HOMO and LUMO ... 9.33 eV
ΔE to the lowest compared entry with this formula, charge and spin ... 77.24 kcal per mole
Calculated total energy ... -36344.9175 eV
E_LUMO ... -0.0095 Eh
Strongest force on any atom ... 4.3 eV/Å

Positions of all 10 atoms, in Å:
C -1.7658 0.6503 -0.6113
C 1.4909 0.5370 0.0618
S 0.6701 0.2034 1.4240
S 2.6414 -0.6346 -0.5830
Cl -2.1511 -1.0677 -0.3878
H -1.7081 0.8415 -1.6274
H -0.6752 0.7614 -0.3699
H -2.3164 1.3591 -0.0976
H 1.1403 -1.1108 1.9074
H 2.6740 -1.5396 0.2837


Below is an isolated molecule of C2H5ClS2 at a distorted geometry, with properties calculated with the ωB97M-V functional and the def2-TZVPD basis.

Gap between HOMO and LUMO ... 9.86 eV
ΔE to the lowest compared entry with this formula, charge and spin ... 30.82 kcal per mole
Calculated total energy ... -36346.9305 eV
E_LUMO ... 0.0153 Eh
Strongest force on any atom ... 3.3 eV/Å

Positions of all 10 atoms, in Å:
C 0.9423 0.3336 0.7266
C -0.2773 -0.0134 -0.0645
S -0.0576 -0.2263 -1.9309
S -0.8815 -1.6999 0.3539
Cl -1.7808 1.1979 0.2670
H 0.7454 -0.1791 1.6027
H 1.7346 -0.2493 0.3191
H 1.0130 1.3560 0.7094
H 0.7560 0.9322 -2.2130
H -2.1941 -1.4518 0.2297


Below is a structure of composition C2H5FIN at a distorted geometry, with properties calculated with the ωB97M-V functional and the def2-TZVPD basis.

Gap between HOMO and LUMO (alpha / beta) ... 7.45 / 7.55 eV
ΔE to the lowest compared entry with this formula, charge and spin ... 78.96 kcal per mole
Calculated total energy ... -14459.6202 eV
E_LUMO (alpha / beta) ... 0.0029 / 0.0050 Eh
Strongest force on any atom ... 1.2 eV/Å

Positions of all 10 atoms, in Å:
C 0.6092 -1.1706 0.3785
C 0.2429 0.5246 2.0577
N -0.1028 -0.4900 1.2457
F -0.7140 0.7454 3.0072
I 2.2136 0.6158 2.8222
H 1.6792 -1.0990 0.3968
H 0.1135 -1.7241 -0.3916
H -0.5626 1.9996 -0.8912
H -0.3635 1.3043 -0.6066
H -1.1148 -0.6053 1.1925


Below is a cluster of 2 separate species, C2H5FIP in total at a distorted geometry, with properties calculated with the ωB97M-V functional and the def2-TZVPD basis.

Gap between HOMO and LUMO ... 9.76 eV
ΔE to the lowest compared entry with this formula, charge and spin ... 28.27 kcal per mole
Calculated total energy ... -22261.4156 eV
E_LUMO ... 0.0138 Eh
Strongest force on any atom ... 2.2 eV/Å

Positions of all 10 atoms, in Å:
C 0.5092 0.2812 -0.8421
C 2.0114 0.1966 -0.5895
P 2.8704 1.4587 0.0625
F 1.7340 2.6127 0.1722
H 0.1666 1.0026 -0.1846
H 0.3417 0.6472 -1.8176
H 0.0577 -0.6723 -0.6928
H 2.4080 -0.7799 -0.8847
I -3.8410 0.3194 0.2126
H -3.1184 0.4896 -1.2704


Below is a structure of composition C2H5FLaO2 at a distorted geometry, with properties calculated with the ωB97M-V functional and the def2-TZVPD basis.

2S+1 ... 2
Gap between HOMO and LUMO (alpha / beta) ... 5.51 / 5.44 eV
Calculated total energy ... -9822.8823 eV
E_LUMO (alpha / beta) ... -0.0597 / -0.0644 Eh
Strongest force on any atom ... 2.1 eV/Å

Positions of all 11 atoms, in Å:
La -0.1532 -1.4994 -2.3760
O 1.0639 0.4230 -2.0709
C -0.4151 0.2083 1.1318
O -0.1722 0.0510 -0.2498
C 0.8430 0.9161 -0.8380
H -1.2229 -0.4796 1.4197
H 0.4942 -0.0250 1.7095
H -0.7161 1.2466 1.3437
H 0.4308 1.9480 -0.8245
H 1.7271 0.8745 -0.1644
F -1.8796 -3.6636 0.9189


Below is an isolated molecule of C2H5FN2O at a distorted geometry, with properties calculated with the ωB97M-V functional and the def2-TZVPD basis.

Gap between HOMO and LUMO ... 10.55 eV
ΔE to the lowest compared entry with this formula, charge and spin ... 17.49 kcal per mole
Calculated total energy ... -9899.0417 eV
E_LUMO ... 0.0251 Eh
Strongest force on any atom ... 2.5 eV/Å

Positions of all 11 atoms, in Å:
N -1.4874 -0.5121 -0.1822
N -0.8075 0.6466 -0.0795
C 0.5478 0.7977 -0.1382
O 1.0233 1.9065 -0.0679
C 1.3094 -0.5035 0.0247
F 2.6463 -0.3330 -0.1686
H -1.6787 -0.8518 0.7735
H -2.3658 -0.4200 -0.6769
H -1.2071 1.4873 0.2378
H 0.8889 -1.2361 -0.7747
H 1.1308 -0.9816 1.0520


Below is an isolated molecule of C2H5FN2O2Si at a distorted geometry, with properties calculated with the ωB97M-V functional and the def2-TZVPD basis.

Gap between HOMO and LUMO ... 9.80 eV
ΔE to the lowest compared entry with this formula, charge and spin ... 12.80 kcal per mole
Calculated total energy ... -19826.6436 eV
E_LUMO ... 0.0039 Eh
Strongest force on any atom ... 6.4 eV/Å

Positions of all 13 atoms, in Å:
H -2.3934 -1.1504 1.2910
N -1.6015 -0.5770 1.3726
C -1.2341 0.0680 0.3791
N -1.5834 -0.1751 -0.9520
O -0.2932 0.9527 0.4725
Si 1.2266 0.9453 0.0158
F 2.0288 1.8128 1.0814
C 1.9272 -0.8543 0.1264
O 2.0190 -1.6450 -0.7593
H -2.3005 -0.6413 -1.3906
H -1.3673 0.7433 -1.4992
H 1.1981 1.7801 -1.2397
H 2.3737 -1.2592 1.1022


Below is an isolated molecule of C2H5FN2S at a distorted geometry, with properties calculated with the ωB97M-V functional and the def2-TZVPD basis.

Gap between HOMO and LUMO ... 9.08 eV
ΔE to the lowest compared entry with this formula, charge and spin ... 2.28 kcal per mole
Calculated total energy ... -18687.0850 eV
E_LUMO ... 0.0215 Eh
Strongest force on any atom ... 1.5 eV/Å

Positions of all 11 atoms, in Å:
H 0.7657 1.8800 -0.0736
N -0.1350 1.4537 0.0225
C -0.0327 0.1676 0.0311
C 1.2901 -0.5938 -0.0153
F 2.3527 0.2964 -0.0778
N -1.1333 -0.6082 -0.0151
S -2.7148 0.1170 -0.0552
H 1.3986 -1.1798 0.9044
H 1.3691 -1.2370 -0.8651
H -1.0599 -1.6004 0.0994
H -2.1005 1.3043 0.0449


Below is an isolated molecule of C2H5FOS at a distorted geometry, with properties calculated with the ωB97M-V functional and the def2-TZVPD basis.

Gap between HOMO and LUMO ... 9.46 eV
ΔE to the lowest compared entry with this formula, charge and spin ... 25.73 kcal per mole
Calculated total energy ... -17753.1435 eV
E_LUMO ... -0.0132 Eh
Strongest force on any atom ... 4.7 eV/Å

Positions of all 10 atoms, in Å:
C -0.3695 0.0663 1.1425
C 0.3111 -0.7093 0.0166
O 1.1649 0.1073 -0.7267
S 0.5433 0.6567 -2.4563
F -0.5666 1.7944 -2.0406
H -0.9443 0.8972 0.7364
H -1.0326 -0.5935 1.6961
H 0.3813 0.4679 1.8199
H -0.4395 -1.1901 -0.6223
H 0.9518 -1.4969 0.4344